No. 1
{"formula": "C25H37BCl42FI2N2O5P2", "method": "ωB97M-V/def2-TZVPD", "elements": ["C", "C", "N", "C", "B", "P", "C", "O", "O", "C", "I", "C", "C", "C", "I", "C", "C", "C", "F", "P", "N", "O", "O", "O", "H", "H", "H", "H", "H", "H", "H", "H", "H", "H", "H", "H", "H", "H", "H", "H", "H", "H", "H", "H", "H", "H", "H", "C", "Cl", "Cl", "Cl", "H", "C", "Cl", "Cl", "Cl", "H", "C", "Cl", "Cl", "Cl", "H", "C", "Cl", "Cl", "Cl", "H", "C", "Cl", "Cl", "Cl", "H", "C", "Cl", "Cl", "Cl", "H", "C", "Cl", "Cl", "Cl", "H", "C", "Cl", "Cl", "Cl", "H", "C", "Cl", "Cl", "Cl", "H", "C", "Cl", "Cl", "Cl", "H", "C", "Cl", "Cl", "Cl", "H", "C", "Cl", "Cl", "Cl", "H", "C", "Cl", "Cl", "Cl", "H", "C", "Cl", "Cl", "Cl", "H"], "xyz": [[-5.21375, -3.03940, -2.56428], [-3.84939, -2.98384, -3.48195], [-3.46862, -4.15097, -4.10483], [-2.92302, -1.60896, -3.70368], [-2.59904, -0.86576, -2.27167], [-3.68639, 0.72919, -2.41571], [-2.78302, 1.77293, -3.77836], [-5.25127, 0.37864, -3.10464], [-2.73257, -1.69076, -1.01920], [-1.36297, -2.13218, -0.59299], [-0.37964, -3.60354, -1.95169], [-1.27486, -2.38458, 1.02217], [-1.48314, -3.93466, 1.50593], [-2.66697, -4.75582, 0.70188], [0.42654, -5.08267, 1.62754], [-0.58264, -0.66076, -0.75287], [1.06098, -0.65508, -0.69209], [1.78882, -0.08862, -2.05921], [1.43191, -0.83255, -3.29552], [-1.02901, 0.72277, 0.52818], [-2.64447, 0.80595, 0.76682], [-0.52710, 2.30848, -0.08487], [-0.28030, 0.48284, 2.09469], [-1.23071, -0.28377, -2.05280], [-5.92287, -2.11379, -2.68601], [-5.87635, -3.99966, -2.78071], [-4.94563, -3.10807, -1.40347], [-2.59567, -4.02619, -4.67055], [-1.90975, -1.97695, -4.17020], [-3.47864, -0.94456, -4.49035], [-3.41405, 1.77580, -4.78789], [-1.72944, 1.32009, -4.07575], [-2.69752, 2.88889, -3.40131], [-5.95645, 0.93653, -2.66280], [-2.16040, -1.75451, 1.50954], [-0.21050, -2.03761, 1.37675], [-1.85215, -3.87952, 2.64006], [-3.16021, -5.47759, 1.51496], [-3.55863, -4.06321, 0.33542], [-2.25822, -5.46628, -0.13950], [1.53539, -1.72007, -0.46399], [1.45228, 0.04482, 0.19201], [2.95860, -0.25866, -1.89580], [1.67308, 1.09132, -2.18014], [-2.88486, 0.66303, 1.77523], [-0.81515, 2.92642, 0.67555], [-0.98845, 0.26992, 2.78129], [1.75988, 4.78821, -1.33658], [2.17818, 4.58771, -3.04659], [3.19552, 5.21779, -0.39104], [0.49795, 6.01718, -1.14470], [1.37344, 3.83659, -0.96275], [-3.07113, -7.78062, -3.56685], [-4.67720, -8.51034, -3.73221], [-2.54456, -7.81207, -1.87529], [-1.89854, -8.61683, -4.59905], [-3.13176, -6.73802, -3.88927], [5.71207, 0.95373, -3.24639], [4.31043, 2.03041, -3.12192], [6.74325, 1.42941, -4.60655], [6.63580, 0.95759, -1.73432], [5.35107, -0.06204, -3.42675], [0.06046, 4.54207, 3.43190], [1.01267, 3.22374, 4.13517], [-1.38016, 3.90497, 2.62050], [-0.39568, 5.71447, 4.67972], [0.67688, 5.05326, 2.68801], [-2.39924, 7.32349, 0.91503], [-1.50196, 8.20989, -0.32935], [-1.82697, 7.76974, 2.53151], [-4.13815, 7.62870, 0.76447], [-2.22351, 6.25443, 0.77052], [-0.00053, 6.28498, 8.40947], [1.11760, 6.86700, 9.65458], [-1.32863, 5.37058, 9.14410], [-0.63032, 7.63953, 7.45647], [0.54746, 5.61780, 7.73922], [10.13023, 1.90695, -0.29759], [8.79872, 1.42857, 0.76896], [11.23950, 0.54947, -0.55531], [9.50488, 2.50176, -1.84510], [10.68351, 2.71700, 0.18444], [-4.58770, 6.38427, 6.13258], [-5.98934, 7.46095, 6.25705], [-3.55652, 6.85995, 4.77242], [-3.66397, 6.38814, 7.64465], [-4.94870, 5.36850, 5.95222], [0.90532, 2.67009, 7.99129], [1.72948, 4.01024, 7.17638], [1.37367, 1.12085, 7.27007], [1.26382, 2.68217, 9.72651], [-0.17230, 2.79858, 7.86143], [-5.87407, -11.25322, -6.27471], [-7.20559, -11.73160, -5.20816], [-4.76481, -12.61070, -6.53244], [-6.49942, -10.65841, -7.82222], [-5.32079, -10.44317, -5.79268], [3.45239, 9.51050, -1.43571], [2.12087, 9.03212, -0.36916], [4.56165, 8.15302, -1.69344], [2.82704, 10.10531, -2.98323], [4.00567, 10.32055, -0.95369], [-8.38878, -11.52886, -1.08068], [-7.56462, -10.18872, -1.89558], [-7.92044, -13.07810, -1.80189], [-8.03029, -11.51678, 0.65454], [-9.46641, -11.40037, -1.21054], [6.84495, -3.04952, -0.68249], [5.64436, -2.04839, -1.51653], [6.57882, -4.76511, -1.03683], [8.48623, -2.56641, -1.14345], [6.73114, -2.89858, 0.39404], [13.47903, 1.23472, 2.34881], [14.59716, 1.81675, 3.59393], [12.15093, 0.32033, 3.08345], [12.84924, 2.58928, 1.39581], [14.02702, 0.56754, 1.67857]], "forces_ev_per_angstrom": [[-0.18, -0.37, 0.57], [1.29, -2.35, -2.00], [-1.28, 3.67, 2.13], [-0.12, -2.60, -0.97], [0.11, -0.34, -0.01], [-1.29, 2.98, 1.14], [0.21, 0.00, -1.51], [-0.25, 0.49, 0.31], [2.83, -2.25, 0.68], [-1.82, 4.07, 2.02], [-0.46, 0.69, 0.80], [-0.26, -1.51, -0.35], [-2.16, 0.93, 0.78], [-0.38, -0.96, 1.04], [-1.06, 0.58, -0.05], [0.08, -0.31, -2.83], [0.90, -0.16, -0.98], [1.03, -0.06, 0.57], [0.68, 1.77, 2.76], [-4.50, 1.50, 1.83], [2.76, -0.20, 0.88], [-0.08, -2.08, 2.30], [-0.84, 0.03, -1.26], [2.63, 0.53, 1.85], [1.76, -1.55, 0.04], [1.73, 1.88, 0.10], [-0.27, 0.34, -2.62], [-0.90, 0.46, 0.80], [-1.96, 0.48, 0.51], [0.97, -1.19, 1.49], [1.14, 0.02, 2.11], [-2.02, 1.07, 0.80], [0.00, -2.35, -0.82], [1.77, -0.96, -0.65], [1.99, -1.22, -1.23], [-2.21, -0.55, -0.58], [1.10, -0.18, -2.47], [1.09, 1.44, -1.74], [2.27, -1.21, 0.55], [-0.83, 1.82, 1.50], [-1.34, 2.07, -0.57], [-0.86, -1.35, -1.93], [-2.50, 0.21, -0.48], [-0.31, -2.78, -0.15], [0.24, 0.20, -1.10], [0.43, -1.41, -1.63], [1.15, 0.48, -1.74], [-0.11, -0.21, -0.06], [-0.11, 0.06, 0.22], [-0.14, -0.15, 0.03], [0.23, -0.41, 0.00], [0.04, 0.24, -0.12], [0.15, 0.28, 0.07], [0.02, 0.01, 0.00], [-0.09, -0.01, -0.26], [-0.10, 0.03, 0.05], [-0.10, -0.12, 0.13], [-0.13, -0.05, 0.16], [0.33, -0.10, -0.08], [-0.07, -0.09, 0.10], [-0.28, 0.25, -0.30], [0.13, 0.32, 0.00], [0.28, 0.03, 0.01], [-0.23, 0.13, -0.47], [-0.07, 0.17, 0.18], [0.26, -0.31, 0.00], [-0.20, -0.15, 0.22], [-0.13, -0.05, -0.12], [-0.25, 0.08, 0.20], [0.18, 0.11, -0.58], [0.25, -0.09, 0.04], [-0.04, 0.32, 0.05], [-0.07, 0.38, -0.05], [-0.10, -0.12, -0.16], [0.55, -0.19, 0.25], [0.25, -0.02, 0.12], [-0.50, 0.59, 0.45], [-0.08, 0.11, -0.18], [0.21, 0.07, 0.00], [-0.24, 0.00, -0.12], [0.37, 0.06, 0.23], [-0.28, -0.37, -0.19], [-0.03, -0.02, 0.01], [0.04, -0.12, -0.03], [-0.50, -0.17, 0.43], [-0.67, -0.04, -0.53], [0.11, 0.36, 0.06], [-0.13, -0.18, 0.11], [0.57, -0.71, 0.06], [-0.09, 0.25, 0.05], [-0.07, 0.02, -0.23], [0.35, 0.00, 0.03], [0.02, 0.08, 0.04], [0.20, 0.07, -0.13], [-0.09, 0.16, 0.05], [0.09, -0.03, 0.17], [-0.16, -0.27, -0.15], [0.05, 0.01, 0.09], [0.21, 0.17, -0.09], [-0.09, 0.29, 0.00], [0.08, -0.02, 0.18], [-0.20, -0.29, -0.19], [-0.02, 0.13, -0.07], [-0.16, -0.18, 0.17], [-0.11, 0.14, 0.07], [-0.09, -0.01, -0.18], [0.39, -0.06, 0.05], [-0.03, -0.01, 0.02], [-0.04, -0.55, 0.22], [0.03, 0.21, 0.10], [-0.16, 0.01, 0.10], [0.02, -0.04, -0.39], [-0.05, -0.18, 0.03], [-0.10, -0.08, -0.19], [0.21, 0.12, -0.13], [0.44, 0.12, 0.35], [-0.21, 0.25, 0.20]], "charge": -1, "orbital_gap_ev": 4.88, "homo_energy_ev": -3.6, "e_above_lowest_kcal_mol": 136.5}

---

No. 2
{"formula": "C26H32BClO3S", "method": "ωB97M-V/def2-TZVPD", "elements": ["C", "O", "C", "B", "O", "C", "C", "C", "C", "C", "C", "O", "C", "C", "C", "C", "C", "C", "C", "H", "H", "H", "H", "H", "H", "H", "H", "H", "H", "H", "H", "H", "H", "H", "H", "H", "H", "H", "H", "H", "H", "H", "C", "C", "C", "C", "C", "C", "C", "C", "C", "Cl", "C", "C", "S", "H", "H", "H", "H", "H", "H", "H", "H", "H"], "xyz": [[2.31840, 0.46299, -1.48161], [1.49231, 0.24269, -0.32161], [0.17503, -0.18244, -0.46608], [-1.02245, 0.99974, -0.14484], [-2.02330, 0.45264, 0.61072], [-2.71229, 1.60354, 1.14729], [-3.94176, 1.83076, 0.25822], [-3.18588, 1.22658, 2.53085], [-1.60624, 2.74166, 1.04241], [-2.08876, 4.14778, 0.79804], [-0.61416, 2.71006, 2.21079], [-0.85812, 2.34324, -0.14251], [-0.40584, -0.37789, -1.86383], [-0.92439, -1.60890, -2.29341], [-1.76239, -1.65284, -3.41256], [-2.06433, -0.49714, -4.14348], [-3.11057, -0.49031, -5.22048], [-1.39103, 0.68780, -3.81765], [-0.57101, 0.75338, -2.70234], [3.33248, 0.57016, -1.09100], [2.28780, -0.39176, -2.18821], [2.03586, 1.39753, -1.99903], [0.00547, -1.03793, 0.19709], [-4.58813, 2.59317, 0.70762], [-3.67588, 2.13539, -0.76364], [-4.51549, 0.89503, 0.18831], [-3.82735, 2.01569, 2.94089], [-3.77551, 0.30618, 2.46478], [-2.34885, 1.04276, 3.21319], [-2.59024, 4.53374, 1.69082], [-1.22688, 4.79153, 0.57427], [-2.78433, 4.18923, -0.04803], [-1.08153, 3.09107, 3.12365], [-0.21811, 1.69945, 2.39625], [0.24414, 3.35048, 1.97066], [-0.68205, -2.49752, -1.70743], [-2.22379, -2.59528, -3.71512], [-3.19464, 0.51523, -5.64804], [-2.90315, -1.19505, -6.03427], [-4.09336, -0.75214, -4.80494], [-1.54662, 1.57674, -4.43362], [-0.05231, 1.68911, -2.47346], [2.00846, 0.30910, 5.05310], [1.99880, -0.58288, 3.87678], [1.22359, -1.72144, 3.71853], [1.50453, -2.42684, 2.51857], [2.56677, -1.89304, 1.79605], [3.18648, -2.42952, 0.61324], [4.24873, -1.75638, -0.01699], [4.74055, -2.19456, -1.23837], [4.16518, -3.32303, -1.84452], [4.64884, -3.76669, -3.42791], [3.20508, -4.08779, -1.16914], [2.70488, -3.63384, 0.04573], [3.03120, -0.36021, 2.51630], [1.40109, -0.12831, 5.85160], [3.02863, 0.44108, 5.43099], [1.60991, 1.30140, 4.80718], [0.49224, -2.01479, 4.46104], [0.94834, -3.29890, 2.19293], [4.68353, -0.87286, 0.44857], [5.53908, -1.65243, -1.74424], [2.84134, -5.01727, -1.60575], [1.94193, -4.20691, 0.56767]], "forces_ev_per_angstrom": [[-0.59, -0.13, 0.36], [1.42, 0.42, -0.56], [-2.40, 1.76, -1.19], [2.97, -3.20, 1.20], [-0.20, 1.03, -0.16], [-0.53, 0.06, -0.36], [-0.02, 0.24, -0.02], [0.11, 0.18, 0.45], [-0.11, -0.13, 0.16], [-0.34, 0.24, 0.00], [0.09, -0.06, 0.01], [-0.47, 0.03, 0.13], [0.60, -0.39, -0.59], [-0.14, 0.60, -0.04], [-0.05, 0.04, 0.04], [0.33, -0.03, 0.30], [-0.22, 0.03, -0.20], [-0.10, -0.20, -0.03], [0.12, -0.38, 0.03], [-0.15, 0.00, -0.11], [-0.04, 0.43, 0.34], [0.13, -0.39, 0.10], [-0.04, 0.00, -0.25], [0.04, -0.04, -0.20], [0.02, -0.05, 0.27], [0.25, 0.24, 0.09], [0.15, -0.12, 0.04], [0.08, 0.17, -0.03], [-0.19, 0.04, -0.12], [0.00, 0.04, -0.11], [-0.23, -0.19, 0.09], [0.17, 0.02, 0.18], [0.05, -0.09, -0.05], [-0.21, 0.22, -0.08], [-0.24, -0.10, -0.02], [-0.25, 0.17, -0.21], [0.12, 0.19, 0.12], [-0.01, -0.23, -0.01], [0.04, 0.09, 0.16], [0.21, 0.03, -0.09], [0.04, -0.23, 0.19], [-0.37, -0.30, 0.08], [0.08, 0.56, 0.30], [-0.69, -1.40, -0.65], [0.57, 0.97, -0.13], [0.84, 0.29, -0.29], [-1.39, 0.51, 1.53], [0.22, -0.32, -1.07], [-0.23, -0.43, 0.02], [-0.35, -0.39, -0.25], [-0.06, 0.35, 1.09], [0.24, -0.24, -0.46], [0.08, 0.34, -0.06], [0.51, 0.52, -0.02], [0.14, -0.87, 0.15], [0.07, 0.13, -0.14], [-0.18, 0.04, 0.02], [0.06, -0.11, 0.14], [0.01, -0.06, -0.10], [0.19, 0.01, 0.17], [-0.13, -0.17, -0.11], [-0.23, -0.16, 0.09], [0.06, 0.30, 0.03], [0.16, 0.11, -0.19]], "charge": 0, "orbital_gap_ev": 7.98, "homo_energy_ev": -7.6, "smiles": "CO[C@@H](B1OC(C)(C)C(C)(C)O1)c1ccc(C)cc1.Cc1ccc(-c2ccc(Cl)cc2)s1", "e_above_lowest_kcal_mol": 0.0}

---

How do the records compare in molar mass? In the order shown, they have 2280.2, 470.9 g mol⁻¹.